No. 1
Density functional theory data (ωB97M-V/def2-TZVPD) for a cluster of 3 separate species, C21H35BBrN2O6PS3 in total at a distorted geometry.

Computed properties:
- Max |F|: 0.1399 hartree/bohr
- HOMO: -0.30116 Eh
- Molecular weight: 629.41 g mol⁻¹
- Structure (SMILES): CCOB(O)c1c(P(CC)CC)c(C)c(Br)c2nsnc12.O=S1(=O)CCCC1.O=S1(=O)CCCC1
- Orbital gap: 6.13 eV
- Spin multiplicity: 1

Geometry (Å):
C  3.49290  1.66486  3.68116
C  1.91893  1.73705  3.16321
O  1.69047  0.97516  1.90194
B  0.30021  1.17530  1.44831
O  -0.64575  1.87714  2.38635
C  -0.33418  0.72500  -0.00252
C  0.20978  1.16330  -1.48604
P  1.77163  2.26730  -1.56403
C  1.39910  4.01896  -2.22658
C  1.89084  4.30166  -3.76554
C  3.17518  1.39087  -2.51701
C  4.48985  2.31880  -2.83215
C  -0.59059  0.64941  -2.85854
C  -0.14209  1.07973  -4.39279
C  -1.93795  -0.33340  -2.73281
Br  -2.96840  -0.96720  -4.34797
C  -2.46825  -0.81989  -1.25717
N  -3.61569  -1.71194  -0.82818
S  -3.52466  -1.76167  0.93757
N  -2.18496  -0.73504  1.42590
C  -1.67173  -0.27518  0.07114
H  4.07059  0.72374  3.29326
H  4.02483  2.69158  3.44920
H  3.44997  1.56581  4.86838
H  1.69846  2.87637  2.95119
H  1.26926  1.30323  4.06406
H  -1.58209  1.86153  1.98098
H  1.89879  4.80018  -1.48755
H  0.22114  4.19304  -2.14447
H  0.97086  4.79613  -4.33640
H  2.73265  5.13852  -3.69767
H  2.24034  3.35365  -4.35726
H  3.55641  0.50750  -1.81025
H  2.82424  0.85199  -3.51567
H  4.33624  3.46436  -2.64973
H  4.82060  2.06197  -3.94447
H  5.38162  1.93830  -2.13917
H  0.96129  1.46982  -4.47183
H  -0.29809  0.10702  -5.05942
H  -0.88206  1.89652  -4.83696
O  -9.82433  -3.59727  0.94987
S  -8.85429  -3.24139  1.96402
O  -8.68943  -4.00834  3.18265
C  -7.26325  -3.05605  1.18309
C  -7.22380  -1.59729  0.75272
C  -7.80061  -0.80404  1.92433
C  -9.07258  -1.51758  2.37933
H  -7.17332  -3.75291  0.34805
H  -6.49554  -3.26605  1.93380
H  -6.20666  -1.27795  0.50763
H  -7.84883  -1.45085  -0.13628
H  -7.07385  -0.78605  2.74556
H  -8.00803  0.23421  1.64702
H  -9.22484  -1.42011  3.45722
H  -9.95175  -1.14868  1.84395
O  6.02422  -0.95080  2.94099
S  5.89805  -1.01483  1.50012
O  6.38052  0.04039  0.63168
C  6.56997  -2.56848  0.94306
C  5.39290  -3.53047  1.00495
C  4.19872  -2.76051  0.44308
C  4.19669  -1.37842  1.09414
H  7.40245  -2.86648  1.58272
H  6.91491  -2.43395  -0.08648
H  5.59047  -4.44434  0.43712
H  5.19366  -3.81391  2.04533
H  4.31020  -2.65648  -0.64306
H  3.25599  -3.28512  0.62733
H  3.81428  -0.61364  0.41341
H  3.61842  -1.37403  2.02218



No. 2
Density functional theory data (ωB97M-V/def2-TZVPD) for an isolated molecule of C12H19NOS at a distorted geometry.

Computed properties:
- Max |F|: 0.0921 hartree/bohr
- HOMO: -0.31139 Eh
- Molecular weight: 225.36 g mol⁻¹
- Orbital gap: 8.04 eV
- Spin multiplicity: 1
- Relative energy (zero: lowest compared OMol25 entry of this formula, charge and spin): 67.4 kcal/mol

Geometry (Å):
C  -1.31209  0.99287  -0.55894
C  1.49652  -1.42741  0.50105
C  0.85193  -0.76391  -0.48130
C  2.82651  -0.03224  -2.06670
C  1.94799  -1.08318  -2.78504
C  -1.44707  0.13428  0.73206
C  1.34192  -0.21600  -1.71048
C  -0.58119  -0.50346  -0.33639
C  -0.51896  2.25689  -0.38779
C  1.15626  -2.17925  1.72741
C  -1.63709  -0.03257  3.20048
C  -0.97625  0.59380  2.06083
N  -2.32008  1.01932  -1.54006
O  -3.72791  1.87516  -3.35744
S  -2.86420  2.27658  -2.22581
H  2.58750  -1.61484  0.24044
H  3.42277  -0.44567  -1.35552
H  3.19700  0.92018  -2.67091
H  1.55578  -0.82999  -3.74732
H  2.19937  -2.17193  -2.74273
H  -2.39157  -0.24925  0.83617
H  0.62713  0.46765  -2.10077
H  -1.21736  -1.27493  -0.95418
H  0.17860  2.35205  -1.25303
H  0.14876  2.22957  0.37109
H  -1.28071  3.17380  -0.37048
H  0.04429  -2.34427  1.85448
H  1.63157  -3.18962  1.59783
H  1.49986  -1.59949  2.58435
H  -2.72646  0.25291  3.35266
H  -1.22403  0.41962  4.10232
H  -1.61642  -1.13723  3.11641
H  0.09972  0.40390  2.09733
H  -0.97209  1.72668  2.26999



No. 3
Density functional theory data (ωB97M-V/def2-TZVPD) for a cluster of 3 separate species, C33H61BrCl3N7O6P3 in total at a distorted geometry.

Computed properties:
- Max |F|: 0.1368 hartree/bohr
- Total charge: +1
- HOMO: -0.33906 Eh
- Molecular weight: 931.08 g mol⁻¹
- Orbital gap: 5.26 eV
- Spin multiplicity: 1
- Relative energy (zero: lowest compared OMol25 entry of this formula, charge and spin): 83.5 kcal/mol

Geometry (Å):
C  -4.42639  -1.67931  7.01853
C  -4.28488  -1.58017  5.47308
Cl  -4.34647  0.18974  5.09800
C  -2.92005  -2.24491  5.02040
Cl  -3.17710  -3.52206  3.79872
C  -1.84922  -1.21608  4.65859
C  -1.74007  -0.57996  3.41911
C  -2.66300  -0.82497  2.25433
C  -2.15133  -1.92991  1.27836
C  -1.28116  -1.38777  0.15953
C  0.04066  -1.83871  0.07786
C  0.90519  -1.43303  -0.92784
C  0.46839  -0.53753  -1.90120
C  -0.84264  -0.07881  -1.82244
C  -1.70253  -0.49370  -0.81888
N  -0.78821  0.34180  3.21785
C  0.10370  0.72753  4.13804
C  1.07655  1.82354  3.73654
C  0.66083  3.11747  4.51985
C  -0.53345  3.83920  3.84737
C  -1.86489  3.72147  4.61812
O  -2.93096  3.43046  3.69496
C  0.08690  0.14577  5.40253
P  1.24033  0.51751  6.81176
O  2.51800  1.31982  6.18247
Cl  0.25227  1.92173  8.00669
C  -0.91138  -0.82969  5.63264
C  -0.92708  -1.42780  7.03617
O  -0.35813  -2.47621  7.22226
O  -1.56670  -0.76393  8.04403
Br  -1.87419  -1.87480  9.48356
H  -5.48422  -1.69163  7.31671
H  -3.97642  -2.59820  7.42172
H  -3.94864  -0.82922  7.52196
H  -5.14722  -2.11628  5.06499
H  -2.54973  -2.75815  5.91605
H  -3.67611  -1.07599  2.58082
H  -2.70014  0.11580  1.67824
H  -1.58856  -2.69650  1.82575
H  -3.01519  -2.46446  0.85129
H  0.37941  -2.55052  0.83509
H  1.90852  -1.86239  -0.91583
H  1.14433  -0.23450  -2.70006
H  -1.15350  0.61279  -2.60641
H  -2.72971  -0.12085  -0.83138
H  -0.74858  0.78929  2.30232
H  0.94321  2.04070  2.66503
H  2.11893  1.54379  3.90997
H  0.30231  2.76647  5.50009
H  1.51845  3.76203  4.74259
H  -0.27753  4.90688  3.79173
H  -0.72479  3.50156  2.81486
H  -2.11114  4.69741  5.07010
H  -1.86672  2.95756  5.41436
H  -3.66450  3.05735  4.19605
H  3.32591  1.00767  6.61584
O  -2.24719  -2.44730  -3.75661
P  -2.26933  -3.33694  -4.98242
N  -0.95105  -2.66241  -5.84059
C  -0.90949  -1.47433  -6.66532
C  0.36540  -3.01064  -5.31787
N  -3.87772  -2.87425  -5.50924
C  -4.13379  -1.62190  -6.20394
C  -4.87144  -3.04382  -4.44973
N  -2.29723  -4.67438  -6.14117
C  -2.75647  -4.52156  -7.49354
C  -2.75695  -5.94094  -5.56496
H  -0.14290  -1.59195  -7.43780
H  -0.68006  -0.56820  -6.08577
H  -1.83237  -1.29483  -7.20754
H  0.78418  -3.86314  -5.86566
H  0.31761  -3.28133  -4.25894
H  1.06609  -2.17809  -5.39424
H  -3.66810  -0.75940  -5.70817
H  -5.20664  -1.43062  -6.27115
H  -3.79531  -1.67424  -7.24020
H  -4.85519  -2.21581  -3.73070
H  -4.69416  -3.97070  -3.89723
H  -5.87368  -3.11521  -4.87857
H  -3.84963  -4.45886  -7.56201
H  -2.43199  -5.38643  -8.07928
H  -2.32251  -3.64824  -7.98058
H  -3.84841  -5.95780  -5.42398
H  -2.28782  -6.10362  -4.59085
H  -2.47482  -6.78515  -6.19766
O  3.42719  1.86161  -2.44714
P  4.51485  2.27778  -1.48033
N  3.54217  3.02535  -0.27938
C  2.97400  4.35614  -0.26264
C  2.80069  2.10686  0.56923
N  5.35277  3.33938  -2.59144
C  4.87217  4.68046  -2.89237
C  5.69567  2.66182  -3.84409
N  5.89545  2.37668  -0.37625
C  6.55387  3.61508  -0.06437
C  6.86386  1.28951  -0.54844
H  2.86911  4.69718  0.77346
H  1.98548  4.39655  -0.74213
H  3.60393  5.09834  -0.74169
H  3.34664  1.91893  1.50462
H  2.63780  1.14386  0.07537
H  1.81184  2.49720  0.82108
H  3.80087  4.70328  -3.13093
H  5.41314  5.10178  -3.74146
H  5.07741  5.36308  -2.06540
H  4.84190  2.59972  -4.52760
H  6.04476  1.64372  -3.65085
H  6.50971  3.18760  -4.34757
H  7.19871  3.96534  -0.87934
H  7.17948  3.47211  0.82159
H  5.84756  4.40564  0.19002
H  7.48825  1.43163  -1.44271
H  6.34285  0.33342  -0.64884
H  7.51750  1.20471  0.32241